Below is C21H31BaN4O9RbS2 as an isolated structure at a distorted geometry, with properties calculated with ωB97M-V with the def2-TZVPD basis set.

```
69
Properties=species:S:1:pos:R:3
Ba -1.50 -0.33 -5.66
Rb 2.41 -0.50 -4.93
S -5.70 0.66 0.74
S -0.77 3.06 2.95
O -5.42 1.57 1.80
O -6.21 -0.77 1.35
O 0.06 3.94 3.75
O 0.19 0.69 -3.55
O -2.20 3.20 2.93
O -6.60 1.01 -0.32
O 0.61 1.37 -1.55
O -0.46 1.57 3.42
O -1.43 1.02 -2.16
N -1.48 -3.39 -0.12
N 4.42 1.95 -4.45
N -0.22 1.04 -2.38
N 2.88 -1.98 -2.59
C 3.48 -3.16 -2.68
C 5.52 2.65 -4.82
C -5.15 -2.72 2.19
C 2.41 -2.52 -0.33
C -1.13 -2.15 -0.50
C 5.74 3.96 -4.49
C -1.35 -2.65 2.16
C -0.91 -1.40 1.73
C 3.76 -3.98 -1.59
C 3.52 2.60 -3.72
C 2.31 -1.66 -1.40
C 1.02 0.41 4.89
C -1.63 -3.61 1.17
C 4.82 4.60 -3.65
C -5.52 -1.30 2.52
C 3.67 3.92 -3.29
C -0.90 -1.11 0.37
C 0.88 1.12 3.56
C 3.19 -3.66 -0.37
C -4.14 0.15 0.04
C -0.13 2.99 1.25
H -0.58 -0.14 0.01
H -0.60 2.12 0.80
H -3.72 1.03 -0.46
H -0.58 -0.70 2.48
H -0.53 3.82 0.68
H 0.83 1.00 5.78
H 1.84 -0.29 5.08
H 1.08 0.44 2.72
H -4.64 -0.68 2.71
H 0.95 2.93 1.30
H 2.06 -2.15 0.63
H 4.91 5.61 -3.27
H 1.91 -0.66 -1.26
H -4.47 -3.10 2.98
H -1.37 -2.92 3.21
H -5.98 -3.41 2.18
H 6.25 2.10 -5.40
H 4.34 -4.88 -1.74
H 0.21 -0.33 4.89
H 4.02 -3.40 -3.59
H -4.51 -2.88 1.32
H 3.36 -4.29 0.49
H -4.26 -0.63 -0.70
H 6.65 4.49 -4.75
H -1.01 -2.03 -1.58
H -1.80 -4.64 1.48
H 2.89 4.38 -2.71
H 1.67 1.87 3.43
H -6.22 -1.24 3.35
H 2.73 2.01 -3.26
H -3.48 0.01 0.89
```

Summary:
E_tot	-69667.22110	eV
charge	+2
Kohn-Sham gap	4.880	eV

=====

Below is a 8-piece molecular cluster, C35H93N7O11 overall at a distorted geometry, with properties calculated with ωB97M-V with the def2-TZVPD basis set.

```
146
Properties=species:S:1:pos:R:3
O -24.61 -7.79 5.69
O -19.35 -2.25 0.54
O -20.09 1.32 11.80
O -23.76 0.36 0.91
O -25.70 -3.97 -0.60
O -21.05 -4.48 6.65
O -22.88 -1.04 8.48
O -23.46 -3.74 2.96
O -28.83 -6.40 1.96
O -19.95 -6.51 1.21
O -20.46 1.50 3.51
N -22.74 1.11 10.53
N -21.18 -7.15 9.17
N -26.55 -3.54 2.14
N -20.72 0.07 6.85
N -26.82 -1.94 -3.49
N -22.04 -2.29 1.04
N -22.25 -6.54 3.20
C -21.72 -6.36 8.02
C -23.35 -2.27 7.93
C -23.96 -0.19 8.83
C -19.26 -6.03 0.08
C -23.18 -1.86 0.22
C -20.67 -5.33 7.70
C -28.29 -5.16 1.57
C -26.90 -2.61 -2.20
C -19.68 2.51 2.89
C -22.74 -7.21 4.39
C -23.03 -3.09 4.15
C -24.17 -0.99 0.97
C -23.43 1.17 9.25
C -24.25 -7.14 4.49
C -20.32 -5.48 2.11
C -19.43 0.86 12.96
C -24.91 -5.13 -0.40
C -23.06 -5.74 8.48
C -21.95 2.31 10.74
C -21.23 -1.17 1.55
C -27.11 -4.86 2.48
C -17.99 -2.63 0.58
C -25.74 -3.59 -1.96
C -25.97 -7.65 6.01
C -28.26 -3.26 -2.07
C -21.14 2.23 12.02
C -20.27 1.44 4.91
C -22.62 0.79 5.44
C -20.88 -6.10 3.38
C -20.04 -3.52 6.38
C -29.98 -6.79 1.23
C -21.16 0.34 5.47
C -19.77 -1.54 1.69
C -27.42 -4.84 3.97
C -24.46 1.21 1.77
H -22.83 -5.71 3.06
H -23.28 -3.75 4.98
H -23.47 -2.09 4.23
H -25.14 -1.07 0.46
H -24.57 0.03 7.94
H -20.78 -5.37 4.20
H -21.61 -0.92 2.54
H -20.12 0.50 13.72
H -24.71 -5.30 0.66
H -21.00 -4.77 1.63
H -21.95 -2.88 4.15
H -23.79 -6.48 8.78
H -23.65 -2.76 -0.18
H -24.76 -7.62 3.65
H -22.89 -4.96 9.22
H -22.13 0.30 10.59
H -26.29 -8.36 6.77
H -17.37 -1.77 0.86
H -20.53 2.41 5.35
H -17.66 -2.99 -0.39
H -19.51 -5.01 -0.22
H -25.69 -3.54 2.68
H -24.59 0.79 2.78
H -21.88 -7.12 7.26
H -24.53 -6.07 4.53
H -19.22 1.27 5.19
H -26.21 -3.59 1.17
H -24.29 1.83 9.36
H -19.59 -2.19 2.57
H -24.57 -0.59 9.64
H -17.88 -3.44 1.31
H -22.50 -8.28 4.39
H -26.49 -4.83 4.54
H -29.03 -4.36 1.68
H -19.62 3.44 3.46
H -19.86 -2.98 7.32
H -26.00 -1.34 -3.57
H -22.84 -1.31 -0.67
H -18.72 1.64 13.28
H -26.41 -5.70 2.31
H -26.78 -2.61 -4.25
H -18.79 0.04 12.64
H -22.82 1.60 6.15
H -21.90 -7.81 9.43
H -20.38 -2.77 5.68
H -25.41 1.55 1.35
H -27.98 -5.69 4.36
H -18.68 2.07 2.75
H -24.07 -2.14 7.12
H -20.46 -4.76 8.63
H -20.74 3.18 12.38
H -21.35 -2.80 0.49
H -21.27 -0.26 0.95
H -23.84 2.10 1.95
H -23.29 -0.05 5.65
H -30.82 -6.20 1.58
H -26.83 -1.83 -1.44
H -23.97 -5.06 -0.95
H -25.88 -4.45 -2.63
H -23.04 -3.32 2.17
H -22.76 1.56 8.47
H -19.46 -6.74 -0.73
H -26.17 -6.62 6.31
H -28.48 -3.89 -2.94
H -19.40 -4.95 2.38
H -24.29 -1.31 2.02
H -28.35 -3.87 -1.17
H -23.53 -5.28 7.59
H -29.75 -6.72 0.16
H -21.43 -0.43 7.38
H -22.48 -2.85 7.62
H -20.19 -6.90 3.65
H -20.09 2.70 1.91
H -22.32 -6.79 5.31
H -29.06 -2.52 -2.02
H -23.88 -2.81 8.72
H -27.96 -3.91 4.18
H -22.85 1.27 4.49
H -26.56 -7.86 5.11
H -21.23 2.45 9.92
H -30.16 -7.85 1.40
H -21.78 1.89 12.85
H -20.70 0.97 7.33
H -22.59 3.19 10.82
H -21.16 -6.53 9.99
H -25.43 -6.01 -0.80
H -27.91 -5.17 0.54
H -19.15 -3.95 5.92
H -24.82 -3.09 -2.28
H -18.18 -6.09 0.25
H -19.75 -5.86 7.44
H -20.95 -0.59 4.93
H -19.16 -0.64 1.80
```

Summary:
SMILES	COC[C@H](C)N.COC[C@H](C)N.COC[C@H](C)N.COC[C@H](C)N.COCCNCCOC.COCCNCCOC.COCCNCCOC.CO
E_tot	-70750.49333	eV
charge	0
Kohn-Sham gap	8.903	eV
energy above the lowest of the compared OMol25 structures with the same formula, charge and spin	0.00	kcal/mol

=====

Below is a 2-piece molecular cluster, C4H8O2 overall at a distorted geometry, with properties calculated with ωB97M-V with the def2-TZVPD basis set.

```
14
Properties=species:S:1:pos:R:3
O -0.44 -1.46 1.25
O 2.14 -0.29 0.31
C -0.27 -1.04 -0.07
C 1.01 -0.16 -0.07
C 0.27 0.90 -0.80
C -1.08 0.22 -0.52
H -1.20 -2.04 1.31
H -1.66 0.60 0.33
H 0.43 1.98 -0.87
H -1.73 0.16 -1.40
H -0.31 -1.86 -0.80
H 0.75 0.35 -1.67
H 1.36 1.12 1.53
H 0.74 1.52 1.47
```

Summary:
SMILES	O=C1CC[C@@H]1O.[H][H]
E_tot	-8369.57113	eV
charge	0
Kohn-Sham gap	10.164	eV
energy above the lowest of the compared OMol25 structures with the same formula, charge and spin	85.57	kcal/mol

=====

Q: charge of number 3 (C4H8O2)?
A: 0

=====

Q: charge of number 3 (C4H8O2)?
A: 0

=====

Q: Number 1 is which compound?
A: C21H31BaN4O9RbS2

=====

Q: Which value of E_tot does entry 1 give?
A: -69667.22110 eV